(1)
# C5H6NO

The ion C5H6NO with charge +1 at a distorted geometry (the ωB97M-V functional and the def2-TZVPD basis, the Open Molecules 2025 dataset).

```
13
Properties=species:S:1:pos:R:3:forces:R:3:nbo_charge:R:1
C -0.563865 -1.047265 -0.017127 -2.4 -1.3 0.7 -0.09
C -1.828152 -0.664367 0.124381 1.4 -0.7 0.8 0.15
C 0.679922 -1.686933 0.122433 0.2 -1.8 1.5 -0.20
C 0.517071 0.976987 0.214767 -1.9 1.5 1.9 -0.33
C -0.891074 1.586803 -0.027658 0.3 -6.5 -0.7 0.41
N 0.585366 -0.301460 -0.472784 0.7 0.4 0.6 -0.39
O -1.854868 0.705445 -0.213931 0.9 4.8 -0.4 -0.34
H 1.156232 -1.877182 1.101288 -0.2 0.8 -0.5 0.27
H 0.919285 -2.492470 -0.566057 0.3 0.5 -0.5 0.27
H 1.233994 1.742359 -0.103157 0.3 -0.6 0.3 0.28
H 0.396859 0.853461 1.380869 1.2 -0.2 -1.9 0.30
H -0.968528 2.611946 -0.090214 -1.2 2.1 -0.2 0.22
H 0.617752 -0.407326 -1.452807 0.6 1.0 -1.6 0.45
```
Positions in Å, forces in eV/Å.

## Properties
Frontier orbital gap (alpha / beta) = 0.2723 / 0.2726 hartree
Total charge = +1
Spin multiplicity = 1
E_HOMO (alpha / beta) = -13.5 / -13.5 eV
Energy relative to the best compared isomer or geometry (same formula, charge and spin) = 7.503 eV

(2)
# C33H93N2O28P7

A cluster of 9 separate species, C33H93N2O28P7 in total at a distorted geometry (the ωB97M-V functional and the def2-TZVPD basis, the Open Molecules 2025 dataset).

```
163
Properties=species:S:1:pos:R:3:forces:R:3:lowdin_charge:R:1
C 1.267042 1.903162 -1.543663 0.4 0.8 0.4 -0.07
O 0.746492 1.048592 -0.519353 -1.1 -1.2 -0.2 -0.24
P -0.254948 -0.106938 -0.972863 -1.4 0.3 1.0 0.45
O 0.188572 -0.910198 -2.121193 -0.2 -0.1 0.7 -0.22
O -0.556618 -0.917378 0.415397 0.2 0.9 -1.5 -0.22
C -0.817598 -0.192638 1.640617 -0.2 0.1 0.3 -0.08
O -1.630528 0.735822 -1.266193 1.0 -0.5 0.5 -0.22
C -2.854738 0.057712 -1.565903 -0.2 -0.7 0.6 -0.09
H 0.718202 1.892732 -2.485343 0.0 -0.2 0.2 0.08
H 2.317832 1.654422 -1.692223 -0.1 -0.1 -0.2 0.08
H 1.206642 2.895642 -1.097083 0.1 0.1 -0.4 0.08
H 0.119972 -0.090748 2.187127 -0.1 0.1 -0.1 0.07
H -1.535558 -0.733548 2.257107 0.2 -0.5 -0.2 0.08
H -1.321358 0.762842 1.494337 0.4 0.2 -0.4 0.08
H -3.648898 0.373722 -0.889483 0.0 0.9 -0.2 0.08
H -2.846438 -0.995868 -1.286613 0.6 -0.3 -0.5 0.07
H -3.113098 0.188872 -2.616683 0.0 0.0 0.2 0.09
C 2.454932 -2.228818 0.621447 0.9 0.7 -0.4 -0.08
O 1.835472 -2.045508 1.897467 -0.7 -1.0 0.2 -0.24
P 1.507792 -3.244658 2.913987 0.3 -2.0 0.0 0.54
O 1.831222 -4.657318 2.468957 -0.4 3.0 0.6 -0.27
O 2.350582 -2.776898 4.268897 -3.3 -0.3 -1.3 -0.26
C 3.757692 -2.739148 4.375497 0.1 -0.1 -0.7 -0.10
O -0.099948 -3.026088 3.198457 2.6 0.5 0.8 -0.26
C -1.103408 -3.698138 2.444167 -0.5 -0.1 -0.8 -0.10
H 2.356132 -3.160778 0.064867 -0.3 -0.5 1.0 0.09
H 3.499252 -2.015328 0.849307 0.2 -0.2 -0.7 0.09
H 2.075582 -1.501668 -0.096493 -0.1 0.4 0.4 0.06
H 4.051852 -3.447368 5.150087 0.1 0.1 -0.1 0.10
H 4.055802 -1.720468 4.623557 0.0 -0.1 0.1 0.07
H 4.195932 -3.004278 3.413337 0.3 -0.1 0.1 0.09
H -1.787888 -2.978068 1.995737 0.2 0.4 0.2 0.07
H -1.724948 -4.314628 3.093587 0.4 -0.2 0.0 0.09
H -0.699838 -4.235378 1.585907 0.1 -0.4 0.4 0.09
C -5.362888 1.259142 2.176297 -0.3 -0.1 0.8 -0.10
O -4.010268 1.672952 2.390187 1.1 1.1 0.7 -0.25
P -3.557568 2.752882 3.536587 -1.3 -0.2 0.0 0.50
O -4.682738 3.134742 4.463347 2.1 -0.6 -1.5 -0.25
O -2.243658 2.027382 4.171717 -1.9 1.0 -1.4 -0.25
C -1.720368 2.716272 5.308037 0.6 -0.7 0.5 -0.11
O -2.880328 3.999252 2.719107 0.0 -2.6 1.2 -0.23
C -3.670588 4.720832 1.820337 0.2 1.9 -0.5 -0.12
H -5.369048 0.412312 1.490057 0.3 0.2 -0.1 0.08
H -5.988988 2.069382 1.802647 0.1 0.0 -0.1 0.09
H -5.788368 0.903732 3.114787 -0.1 0.1 0.0 0.08
H -1.746368 3.801982 5.215007 -0.1 -0.1 0.0 0.09
H -0.687618 2.371922 5.362187 0.0 0.2 0.2 0.07
H -2.255968 2.343652 6.181187 0.0 0.4 0.1 0.09
H -4.509828 4.197372 1.362327 -0.1 0.0 0.4 0.09
H -3.040328 5.107882 1.019667 0.3 -0.6 -0.3 0.08
H -3.906008 5.656582 2.327337 -1.0 -0.2 0.1 0.10
C 3.027282 -2.951228 -3.400783 -0.1 -1.2 1.0 -0.11
O 2.666022 -1.923268 -4.291853 0.2 1.8 -0.3 -0.20
P 3.593462 -0.629128 -4.467783 0.3 -1.0 1.1 0.46
O 3.000362 0.501852 -5.209123 0.5 -0.9 0.7 -0.22
O 4.133522 -0.386298 -2.940983 -0.9 -0.2 -1.2 -0.24
C 5.052252 0.669682 -2.662303 0.0 0.5 -0.1 -0.09
O 4.901002 -1.312778 -5.099283 -0.4 0.4 0.6 -0.21
C 5.061292 -1.391258 -6.490313 0.8 0.4 -1.5 -0.11
H 2.256862 -3.003518 -2.631493 -0.1 0.0 0.0 0.08
H 3.983572 -2.857768 -2.886123 0.1 0.5 -0.3 0.09
H 3.069092 -3.913678 -3.910723 -0.2 0.1 -0.3 0.09
H 4.704062 1.312572 -1.853873 -0.5 -0.2 0.0 0.06
H 5.130362 1.307262 -3.542913 0.5 0.0 0.0 0.09
H 6.003072 0.273552 -2.305753 0.0 -0.2 -0.5 0.09
H 4.295912 -0.865478 -7.061143 0.0 0.3 0.3 0.07
H 5.098712 -2.383928 -6.938993 -0.2 -0.5 0.8 0.09
H 6.041472 -0.960208 -6.694163 -0.1 0.2 -0.3 0.09
C 1.201932 3.450832 -5.064413 -0.9 0.3 -0.3 -0.06
O 1.260692 4.036052 -3.722043 0.6 0.0 0.2 -0.25
P 1.172702 5.612902 -3.472233 -0.2 1.0 -1.1 0.46
O 0.146912 6.336542 -4.285093 1.6 -1.1 1.4 -0.25
O 1.038492 5.740302 -1.860343 0.6 -0.2 -1.0 -0.24
C -0.202538 5.806652 -1.144923 -0.5 -0.5 -0.3 -0.09
O 2.692252 6.137432 -3.802543 -1.5 -0.6 0.7 -0.22
C 3.818662 5.842212 -2.979963 0.5 0.5 0.5 -0.11
H 1.085362 4.240712 -5.806453 -0.4 0.0 0.1 0.09
H 0.342872 2.780312 -5.041923 -0.1 0.3 -0.3 0.07
H 2.024132 2.829962 -5.420233 0.6 0.2 1.1 0.07
H -0.367898 6.800502 -0.728973 0.2 0.0 -0.2 0.09
H -0.206528 5.069952 -0.341583 0.5 0.1 0.1 0.07
H -1.040778 5.505702 -1.773323 0.0 0.4 -0.2 0.09
H 4.693112 5.600852 -3.584263 -0.3 -0.2 -0.3 0.09
H 3.682202 5.065572 -2.227433 -0.4 -0.2 -0.2 0.07
H 4.089722 6.746262 -2.434693 -0.1 0.1 0.1 0.09
C 2.011702 0.857632 -8.661663 1.2 0.4 -0.3 -0.12
O 0.691622 0.439602 -8.855853 -3.0 -0.1 0.9 -0.23
P -0.466188 0.725342 -7.741873 0.7 -0.3 1.3 0.52
O -0.679328 2.159382 -7.361183 -0.1 -2.5 -0.9 -0.24
O -1.780048 -0.129158 -8.218173 1.2 2.3 -0.4 -0.21
C -1.691588 -1.476298 -8.580773 0.3 -1.9 0.3 -0.14
O 0.102092 -0.231038 -6.538423 -0.3 1.0 -0.5 -0.24
C -0.425808 -0.250858 -5.196813 -0.2 -0.5 0.5 -0.10
H 2.253882 1.160702 -7.643033 -0.1 -0.4 0.1 0.07
H 2.261422 1.700042 -9.306703 -0.3 0.1 -0.1 0.09
H 2.616402 0.024582 -9.020083 0.3 0.0 0.4 0.09
H -1.766108 -2.088578 -7.682083 0.1 0.0 0.2 0.08
H -0.773448 -1.777868 -9.084923 0.2 0.5 0.0 0.09
H -2.493338 -1.829708 -9.229163 -0.3 0.8 0.0 0.09
H -1.333708 0.333332 -5.046703 0.0 0.2 -0.4 0.09
H 0.277902 0.021802 -4.410323 0.5 0.5 -0.6 0.05
H -0.635648 -1.283778 -4.919073 -0.2 -0.2 -0.4 0.08
C -3.521728 -7.403838 -2.504263 -0.3 -0.4 -0.2 -0.07
O -3.176558 -6.014518 -2.746303 -0.7 0.2 0.3 -0.21
P -3.764938 -4.892398 -1.775113 -0.2 0.7 -0.8 0.45
O -3.421738 -5.094338 -0.373603 -0.3 0.3 0.2 -0.21
O -3.193618 -3.502958 -2.406793 -0.5 -2.2 3.2 -0.21
C -3.315918 -3.280728 -3.740773 0.4 0.7 -2.7 -0.16
O -5.380918 -4.799318 -2.108643 3.6 -2.5 -1.1 -0.22
C -6.142838 -4.003018 -1.320353 -1.7 2.0 1.0 -0.17
H -4.314598 -7.531918 -1.767343 -0.1 0.3 -0.1 0.09
H -2.697458 -8.024018 -2.152053 0.4 0.6 0.0 0.09
H -3.847418 -7.820198 -3.457503 -0.1 0.1 0.1 0.09
H -4.254368 -3.607598 -4.188603 -0.3 0.2 0.3 0.09
H -2.537808 -3.800548 -4.299723 0.2 0.0 0.0 0.09
H -3.162728 -2.210388 -3.878603 -0.2 0.0 -0.3 0.08
H -5.991608 -2.972338 -1.641163 -0.3 0.3 0.1 0.09
H -5.943168 -4.033568 -0.249233 0.2 -0.4 0.0 0.09
H -7.182228 -4.276748 -1.501583 0.0 0.1 0.1 0.10
C -0.165318 -0.745918 5.607967 -1.3 0.2 0.3 -0.07
C -1.247858 -0.709448 6.713207 -0.4 -1.6 -0.6 -0.19
N -2.122758 -1.953048 6.768257 0.6 1.2 1.7 -0.18
C -3.044558 -2.199988 5.671037 -0.3 2.4 -0.6 -0.24
C -4.141838 -1.088448 5.505657 -0.2 -0.5 0.5 -0.07
C -1.369798 -3.182518 7.050497 -1.2 0.4 -1.6 -0.29
C -0.494818 -3.228378 8.238687 0.7 0.9 0.8 -0.10
H 0.545332 -1.540898 5.833947 0.2 0.3 -0.1 0.06
H 0.282512 0.247752 5.621017 0.4 -0.2 -0.3 0.05
H -0.622968 -0.961818 4.642537 0.2 0.2 -0.1 0.05
H -0.652858 -0.603958 7.620367 -0.6 -0.3 0.5 0.10
H -1.920108 0.147962 6.681197 0.1 0.0 -0.3 0.09
H -2.499118 -2.164378 4.727997 0.2 -0.7 -0.5 0.09
H -3.556028 -3.154018 5.798867 0.3 0.0 0.1 0.11
H -4.569368 -0.853748 6.480457 0.1 0.1 0.1 0.07
H -3.883978 -0.153768 5.007687 0.7 0.0 0.2 0.04
H -4.981448 -1.436888 4.904217 0.0 -0.5 -0.1 0.06
H -0.852958 -3.383368 6.112077 0.5 -0.8 -0.1 0.11
H -2.176058 -3.899308 7.206297 0.3 -0.5 -0.2 0.11
H 0.000802 -4.194438 8.334557 -0.4 -0.1 0.2 0.08
H -1.100528 -2.936858 9.096727 0.1 -0.5 0.3 0.08
H 0.326182 -2.511438 8.231247 0.1 0.2 -0.3 0.06
C 3.878582 3.235672 0.899167 -0.3 -0.5 0.1 -0.08
C 3.222322 1.980832 1.489897 0.7 0.7 0.6 -0.24
N 3.108782 2.204522 2.947007 -0.2 -0.4 0.9 -0.18
C 2.907522 0.950152 3.700637 -0.4 0.9 0.8 -0.24
C 3.201582 1.045262 5.235337 1.0 -0.5 -1.7 -0.07
C 2.218332 3.320842 3.397717 0.0 -1.6 -1.3 -0.20
C 0.735982 3.198612 2.883137 1.8 0.3 0.8 -0.05
H 4.325552 3.040802 -0.075683 -0.1 0.1 -0.1 0.05
H 4.660962 3.521872 1.602067 0.0 0.2 -0.2 0.08
H 3.141742 4.034262 0.812937 0.2 0.2 -0.1 0.06
H 2.325732 1.678152 0.948957 -0.4 0.2 0.3 0.08
H 3.903942 1.142062 1.348587 0.2 -0.1 0.2 0.11
H 1.872552 0.618772 3.616277 -0.3 -0.4 -0.3 0.08
H 3.569262 0.193352 3.279377 -0.1 0.0 -0.1 0.10
H 2.562942 1.760762 5.753307 0.2 -0.4 0.2 0.06
H 3.204162 0.023272 5.614307 -0.9 0.1 0.4 0.05
H 4.267732 1.256932 5.316647 0.0 0.8 0.3 0.07
H 2.652922 4.225922 2.973377 -0.2 0.2 0.1 0.10
H 2.267762 3.412782 4.482707 0.1 -0.1 -0.1 0.09
H 0.831142 3.340232 1.806567 -0.7 0.3 0.0 0.06
H 0.249182 3.984192 3.461057 -0.7 0.1 -0.7 0.07
H 0.248732 2.241852 3.071037 0.2 0.0 0.1 0.05
```
Positions in Å, forces in eV/Å.

## Properties
Frontier orbital gap = 0.3006 hartree
Spin multiplicity = 1
SMILES = COP(=O)(OC)OC.COP(=O)(OC)OC.COP(=O)(OC)OC.COP(=O)(OC)OC.COP(=O)(OC)OC.COP(=O)(OC)OC.COP(=O)(OC)OC.CCN(CC)CC.CCN(CC)CC
E_HOMO = -7.9 eV

| no. | E_tot (Eh) |
| --- | --- |
| 1 | -323.59426 |
| 2 | -5919.36894 |